*i*
The following is a quantum chemistry calculation of a 12-piece molecular cluster, H24O12 overall, from OMol25.

Each atom is followed by the atoms it is bonded to, with distances in Å.
Cartesian coordinates (Å):
1 O 1.06423 -2.49667 -2.86641  H18 0.962, H22 0.977
2 O -0.57472 0.10943 -0.60365  H14 0.971, H27 0.964
3 O 1.54528 2.06652 -0.90636  H15 0.966, H30 0.970
4 O -0.43735 -3.27074 -0.58115  H23 0.962, H34 0.969
5 O -1.76356 2.66191 0.11848  H19 0.966, H20 0.965
6 O 2.89936 0.84900 1.12083  H24 0.961, H29 0.969
7 O 0.66110 3.53375 1.37296  H32 0.971, H36 0.961
8 O -3.17134 -0.39799 -1.63891  H16 0.960, H25 0.974
9 O -1.51335 0.56636 2.47451  H17 0.966, H35 0.963
10 O 1.71884 -1.76409 0.80853  H21 0.965, H33 0.964
11 O -1.51681 -2.28649 1.93981  H28 0.961, H31 0.974
12 O 1.37541 0.26080 -3.32294  H13 0.980, H26 0.966
13 H 1.20627 -0.67897 -3.10453  O12 0.980
14 H -0.03404 0.91325 -0.67549  O2 0.971
15 H 1.22669 2.82451 -0.39918  O3 0.966
16 H -3.40306 0.46842 -1.98213  O8 0.960
17 H -1.75746 1.21629 1.80253  O9 0.966
18 H 1.75380 -3.13707 -3.06365  O1 0.962
19 H -1.87065 3.51349 -0.32377  O5 0.966
20 H -2.58934 2.19408 -0.05484  O5 0.965
21 H 1.13139 -2.40985 0.39836  O10 0.965
22 H 0.65960 -2.80711 -2.03365  O1 0.977
23 H -0.23212 -3.93237 0.08616  O4 0.962
24 H 3.52297 0.73815 1.84309  O6 0.961
25 H -2.23549 -0.32103 -1.37863  O8 0.974
26 H 1.29929 0.72635 -2.48041  O12 0.966
27 H -0.02802 -0.50624 -0.10222  O2 0.964
28 H -1.27088 -2.73366 2.75455  O11 0.961
29 H 2.53439 -0.02714 0.92360  O6 0.969
30 H 2.32477 1.74264 -0.42836  O3 0.970
31 H -1.58439 -1.34457 2.17972  O11 0.974
32 H -0.19335 3.28625 0.98288  O7 0.971
33 H 1.59704 -1.88400 1.75703  O10 0.964
34 H -0.97527 -2.61812 -0.10794  O4 0.969
35 H -1.81573 0.94054 3.30828  O9 0.963
36 H 0.44650 4.00437 2.18289  O7 0.961

Values from the calculation:
molar mass	216.2	g/mol
HOMO	-9.468	eV
SMILES	O.O.O.O.O.O.O.O.O.O.O.O
E_LUMO	-0.17	eV



*ii*
The following is a quantum chemistry calculation of a 12-piece molecular cluster, H24O12 overall, from OMol25.

Each atom is followed by the atoms it is bonded to, with distances in Å.
Cartesian coordinates (Å):
1 O -4.20711 1.40333 0.62777  H30 0.951, H33 1.021
2 O 0.41727 -0.95095 -0.36507  H24 0.993, H26 0.954
3 O 2.15624 -0.88945 3.68234  H27 0.914, H34 0.967
4 O 4.88877 -0.42008 -2.15442  H14 0.952, H36 1.011
5 O -3.51714 -3.79473 -0.78452  H17 1.026, H20 0.949
6 O 0.31889 4.51464 0.02804  H13 0.889, H35 0.963
7 O -4.93886 -0.29206 -2.54911  H22 0.954, H32 0.917
8 O -2.57361 -1.90795 2.66203  H25 1.000, H31 0.955
9 O 0.24600 1.38407 -2.64487  H19 1.005, H28 0.904
10 O 0.19580 1.94068 2.61847  H18 0.957, H29 0.994
11 O 2.19179 1.04525 -0.02280  H15 0.958, H16 0.969
12 O 4.10964 -3.21220 -0.81318  H21 0.892, H23 0.993
13 H 0.28131 3.74752 -0.41927  O6 0.889
14 H 4.62090 -1.03408 -2.83102  O4 0.952
15 H 1.82855 0.66688 0.77890  O11 0.958
16 H 3.14375 1.07032 0.15773  O11 0.969
17 H -2.63340 -3.31680 -0.99298  O5 1.026
18 H 0.09363 1.50964 1.76968  O10 0.957
19 H 1.14990 1.37237 -3.08375  O9 1.005
20 H -3.74487 -3.72827 0.13395  O5 0.949
21 H 4.11894 -3.47116 0.03983  O12 0.892
22 H -4.16433 0.00609 -2.07865  O7 0.954
23 H 3.86916 -2.24943 -0.78339  O12 0.993
24 H 0.98845 -0.40628 -0.96760  O2 0.993
25 H -2.47589 -2.11542 1.68904  O8 1.000
26 H -0.40616 -0.47387 -0.30440  O2 0.954
27 H 2.56468 -1.70018 3.78504  O3 0.914
28 H -0.03647 2.22195 -2.83335  O9 0.904
29 H 0.61219 2.82711 2.44934  O10 0.994
30 H -3.51088 2.03023 0.79351  O1 0.951
31 H -2.53557 -2.67827 3.22542  O8 0.955
32 H -4.95443 0.08953 -3.38317  O7 0.917
33 H -5.04538 1.73002 1.11082  O1 1.021
34 H 2.83421 -0.21422 3.81930  O3 0.967
35 H 0.03406 5.22305 -0.55838  O6 0.963
36 H 4.07997 0.07274 -1.80128  O4 1.011

Values from the calculation:
molar mass	216.2	g/mol
HOMO	-11.171	eV
SMILES	O.O.O.O.O.O.O.O.O.O.O.O
E_LUMO	-0.34	eV



*iii*
The following is a quantum chemistry calculation of a 12-piece molecular cluster, H24O12 overall, from OMol25.

Each atom is followed by the atoms it is bonded to, with distances in Å.
Cartesian coordinates (Å):
1 O 0.21053 -0.49789 -0.17755  H16 0.957, H32 0.957
2 O 0.00152 -3.30404 3.79762  H20 0.957, H22 0.957
3 O -4.43645 2.01440 -2.95600  H19 0.957, H36 0.957
4 O -4.07768 -4.01157 0.78668  H17 0.957, H23 0.957
5 O 0.95316 -0.69607 -5.26343  H18 0.957, H30 0.957
6 O -3.04689 -2.61713 -4.01625  H15 0.957, H27 0.957
7 O -1.19133 2.45529 6.36795  H14 0.957, H28 0.957
8 O 3.85747 3.77966 0.10034  H26 0.957, H35 0.957
9 O 6.87623 -4.42550 -0.83233  H13 0.957, H33 0.957
10 O 0.10995 4.30195 -3.27978  H21 0.957, H31 0.957
11 O -3.52568 2.38150 2.45462  H25 0.957, H29 0.957
12 O 4.69041 -0.92924 1.90581  H24 0.957, H34 0.957
13 H 6.17078 -3.91889 -0.42994  O9 0.957
14 H -1.78958 2.41171 5.62201  O7 0.957
15 H -2.11646 -2.66217 -4.23647  O6 0.957
16 H 1.06320 -0.74783 0.17842  O1 0.957
17 H -4.73271 -3.37673 1.07676  O4 0.957
18 H 1.86857 -0.42276 -5.32311  O5 0.957
19 H -4.05441 1.16139 -3.16247  O3 0.957
20 H 0.83334 -3.75248 3.64523  O2 0.957
21 H -0.80071 4.02195 -3.37220  O10 0.957
22 H 0.20828 -2.62730 4.44222  O2 0.957
23 H -3.33720 -3.87994 1.37879  O4 0.957
24 H 4.91420 -0.05392 1.58963  O12 0.957
25 H -4.38170 1.96055 2.53378  O11 0.957
26 H 3.15086 3.63292 -0.52848  O8 0.957
27 H -3.09491 -2.92843 -3.11236  O6 0.957
28 H -1.39582 3.28914 6.79118  O7 0.957
29 H -3.71530 3.24288 2.08274  O11 0.957
30 H 0.66848 -0.39465 -4.40068  O5 0.957
31 H 0.20091 5.02958 -3.89501  O10 0.957
32 H -0.25802 -0.11842 0.56589  O1 0.957
33 H 7.14251 -3.90574 -1.59075  O9 0.957
34 H 4.44364 -0.79790 2.82128  O12 0.957
35 H 3.56656 4.53095 0.61722  O8 0.957
36 H -4.97574 1.85469 -2.18147  O3 0.957

Values from the calculation:
molar mass	216.2	g/mol
HOMO	-11.383	eV
SMILES	O.O.O.O.O.O.O.O.O.O.O.O
E_LUMO	-0.03	eV



Which one sits at the top of the stability order? *i* does.